Record 1
# C4H3F3

C4H3F3 in the gas phase (ωB97M-V with the def2-TZVPD basis set, OMol25).

2S+1: 1
gap between HOMO and LUMO: 8.2 eV
E: -12344.5925 eV
relative energy (zero: lowest compared OMol25 entry of this formula, charge and spin): 290.9 kJ/mol
E_LUMO: -0.9 eV

Last column: Mulliken charge in e.
Atoms and positions in Å:
F: 0.99084 1.64774 0.91590  -0.114
F: -1.80569 -0.21786 1.82159  -0.225
F: -1.41641 -1.26770 -0.67231  -0.224
C: -0.77562 0.17514 1.04448  0.652
C: 0.73883 -0.42145 -0.91530  -0.954
C: -0.17420 1.33942 1.50120  -0.407
C: -0.49720 -0.49582 -0.14318  0.381
H: 0.70566 0.74685 -1.28672  0.260
H: 1.61606 -0.52803 -0.33096  0.331
H: 0.61772 -0.97830 -1.93471  0.300

Cartesian forces, eV/Å:
F -0.2712 -0.4786 -0.2706
F -0.2551 -0.0534 -0.5667
F -0.4506 -0.3550 0.0606
C 0.5113 -1.6067 -1.3575
C -1.5027 3.0898 -3.7507
C 0.4491 1.3013 0.7891
C -0.4036 0.4911 1.8199
H 0.5250 -2.5836 0.8384
H 0.8340 -0.3771 0.1827
H 0.5638 0.5721 2.2549

Record 2
# C35H53AsCoNO2P2

A molecular structure, C35H53AsCoNO2P2 (ωB97M-V with the def2-TZVPD basis set, OMol25).

2S+1: 5
gap between HOMO and LUMO (spin up / spin down): 8.5 / 5.3 eV
E: -159764.2059 eV
net charge: +2
E_LUMO (spin up / spin down): -5.0 / -8.5 eV

Last column: Mulliken charge in e.
Atoms and positions in Å:
As: 1.32329 -0.32530 1.76578  0.158
Co: -1.25882 0.36067 -1.53818  -0.538
P: -0.14881 2.27978 -1.77887  0.997
P: -2.69274 -1.22730 -0.91475  0.171
O: 0.09989 0.25028 0.76176  0.810
O: 0.87111 -1.42937 -2.15626  -0.444
N: -2.92901 1.68368 -1.34737  -0.193
C: -3.57087 -2.00827 -2.35220  0.808
C: 1.36980 2.74843 -0.81578  1.091
C: 3.59366 -0.99703 0.01912  0.732
C: -2.38658 -4.01271 -0.36929  -1.842
C: 1.37684 -2.22992 2.16555  0.177
C: -1.31366 -2.42348 1.14015  -0.519
C: -1.34779 3.51765 -1.16689  -0.980
C: 1.46157 -3.89694 3.90276  -0.826
C: 1.72273 -3.18815 1.21141  0.889
C: 1.83115 -4.85348 2.95164  -0.679
C: -2.57534 2.88005 -0.53761  -0.846
C: 1.89712 4.16379 -0.99292  -1.726
C: 1.54996 1.10335 5.60219  -1.027
C: 0.36593 1.85128 5.75972  -0.683
C: -2.59330 -2.84668 -3.19264  -1.600
C: 2.48087 1.75091 -1.03206  -0.977
C: -0.30978 1.40769 3.48156  -0.578
C: -2.53234 -2.64622 0.27944  0.495
C: 1.58434 2.23459 -4.00909  -1.753
C: -0.04285 -0.69103 -2.02008  1.104
C: 1.79435 0.50012 4.35922  -0.675
C: 3.14324 -0.24381 1.10220  0.232
C: -3.99075 -0.17378 -0.14414  -1.034
C: 5.39992 0.40768 1.61273  -1.044
C: -0.55157 2.00858 4.71955  -0.656
C: -4.25624 1.06584 -0.99180  -0.980
C: 0.19617 4.36233 -3.69101  -1.649
C: 5.85645 -0.36143 0.55369  -0.713
C: 0.87291 0.64728 3.33764  0.884
C: 1.95653 -4.50412 1.60104  -1.169
C: 4.03133 0.48891 1.88745  -0.182
C: -4.86621 -2.76380 -1.95683  -1.775
C: 4.96207 -1.06133 -0.25294  -1.412
C: 0.27166 2.83800 -3.49963  0.544
C: 1.22050 -2.58556 3.50076  -0.451
H: 0.17942 2.31272 6.72972  0.393
H: 2.68570 -0.10616 4.19757  0.646
H: 0.25087 4.94837 -2.76659  0.453
H: -0.54527 2.37288 -4.07356  0.688
H: -4.92392 -0.73514 0.00454  0.534
H: -1.53819 -2.62963 -2.96868  0.202
H: 1.55509 2.22200 -5.10605  0.548
H: -1.00699 -3.34258 1.64487  0.568
H: 1.79581 -2.91373 0.15228  0.111
H: 1.74197 1.20083 -3.68426  0.220
H: -3.44233 -2.59031 0.89813  0.763
H: -2.11723 -4.75281 0.39002  0.576
H: 2.74496 4.28643 -0.30991  0.492
H: 2.46132 2.82030 -3.70982  0.397
H: -3.28257 -4.36302 -0.87759  0.302
H: 3.02223 1.90940 -1.96665  0.329
H: -4.75787 0.81938 -1.94156  0.423
H: 3.64741 1.10280 2.69969  0.707
H: 2.24606 -5.25613 0.85204  0.463
H: -1.00851 1.51921 2.65410  0.231
H: -3.61688 0.14288 0.84374  0.484
H: -4.84737 1.83321 -0.46682  0.453
H: 1.17433 4.94965 -0.76032  0.345
H: -0.73956 4.63968 -4.18309  0.365
H: -0.87390 4.17952 -0.43423  0.366
H: -2.75461 -3.91901 -3.04531  0.457
H: 6.92306 -0.41333 0.34622  0.419
H: 2.28029 4.32402 -2.00399  0.303
H: 2.28199 0.96193 6.39211  0.447
H: -3.87833 -1.15023 -2.95994  0.758
H: -5.00864 -2.89433 -0.87914  0.440
H: 6.08723 0.95918 2.25482  0.442
H: 0.97996 2.62274 0.20116  0.087
H: 2.01442 -5.87778 3.26400  0.419
H: -2.40088 2.54756 0.50234  0.325
H: -1.59235 0.18873 -2.99210  -0.508
H: 0.99966 4.71750 -4.34745  0.381
H: 5.31168 -1.66148 -1.08988  0.484
H: 1.36789 -4.15857 4.96515  0.424
H: -5.73973 -2.21339 -2.33074  0.276
H: -1.46866 2.60098 4.86859  0.428
H: -4.88598 -3.75656 -2.41674  0.474
H: 2.88846 -1.51056 -0.64350  0.083
H: -3.44988 3.55098 -0.55285  0.546
H: 2.09905 0.72260 -1.02345  -0.125
H: -1.67781 4.14012 -2.01287  0.505
H: -0.45696 -2.12072 0.51310  -0.550
H: 3.20022 1.86417 -0.21593  0.394
H: -2.74441 -2.61684 -4.25459  0.344
H: 0.92382 -1.82174 4.22810  0.486
H: -1.43897 -1.64909 1.89639  0.347
H: -2.96903 1.92988 -2.34633  0.385
H: -1.56274 -4.01765 -1.08976  0.329

Cartesian forces, eV/Å:
As -0.5074 -0.5921 -0.8075
Co -3.3113 3.8265 4.4276
P 2.2081 3.1505 -0.0486
P -2.7789 -2.1654 0.7796
O -0.5157 -0.0575 -1.6594
O -4.1769 3.1650 0.2199
N -0.8515 0.0904 -0.5625
C -0.0817 0.3290 0.0132
C -0.5892 -0.3704 0.2725
C 0.1608 -0.2037 -0.2231
C 0.0783 -0.3693 -0.3852
C -0.1319 0.1911 0.4402
C 0.7344 0.2120 0.1070
C -0.6403 0.6141 0.0657
C 0.0122 -0.3020 0.0176
C 0.1646 -0.1105 -0.2365
C -0.0798 0.1994 0.1446
C -0.3886 -0.4200 -0.0649
C 0.0735 0.2117 -0.0761
C -0.5081 0.0525 -0.7533
C 0.7257 -0.2657 0.3977
C 0.1723 0.0768 -0.4538
C 0.3275 -0.3604 -0.0126
C 0.6148 -0.2863 0.2022
C 0.0424 0.2015 0.3188
C 0.0993 -0.1488 -0.3464
C 9.9641 -7.9595 -2.1960
C -0.1609 0.4070 1.0902
C 0.0416 0.6334 0.7035
C -0.3302 0.2385 0.3070
C -0.2233 0.3623 0.3602
C -0.1000 -0.0449 -0.2919
C 0.6052 0.2101 -0.3231
C -0.2130 0.4094 -0.1617
C 0.2430 -0.0292 -0.0270
C 0.2423 0.1597 0.0311
C -0.0705 0.0382 -0.0266
C 0.2176 -0.3596 -0.3099
C -0.2661 0.3037 -0.1068
C -0.5926 0.1169 0.0817
C -0.6891 -0.4420 -0.1539
C 0.0025 0.1519 0.1281
H -0.0476 -0.0738 -0.2880
H -0.1790 0.1447 0.2370
H 0.0695 -0.2236 -0.2831
H 0.2349 0.1716 -0.1497
H 0.2932 0.0472 0.0515
H -0.2536 -0.1354 -0.1144
H 0.0532 0.0674 0.2320
H -0.2363 0.0638 0.0329
H -0.0118 -0.2637 0.5317
H -0.0521 0.0964 -0.0528
H 0.1626 -0.1333 -0.2210
H -0.1824 0.1644 0.0210
H -0.1312 0.0000 -0.0461
H -0.3031 -0.1027 -0.0517
H 0.0835 0.0161 0.0544
H -0.1043 0.0292 0.2044
H 0.0539 0.0149 0.4525
H 0.3086 -0.0679 -0.1493
H -0.2018 0.4023 0.4449
H 0.2423 -0.1199 0.1671
H -0.1158 -0.2029 -0.1823
H 0.0192 -0.4606 -0.1422
H 0.0695 -0.0795 -0.0274
H 0.0690 -0.0059 0.0590
H 0.0195 -0.0670 -0.2430
H 0.0948 0.2998 -0.0680
H -0.2039 -0.0133 0.0611
H -0.0493 0.0304 0.1582
H -0.3066 0.2135 0.0547
H 0.1076 -0.0520 -0.0132
H 0.0916 0.0010 -0.1684
H -0.0553 -0.1657 -0.2938
H 0.1897 0.0125 0.1046
H 0.0118 0.1619 -0.0536
H -0.0237 0.1273 -0.4550
H -0.4627 -0.2564 -2.1292
H -0.0906 -0.1868 0.1604
H -0.0150 0.1711 0.1549
H 0.0260 0.0232 -0.5794
H 0.1699 -0.2043 0.1359
H 0.5918 -0.3572 -0.0392
H 0.0080 0.1831 0.0757
H 0.4251 0.2106 0.3311
H 0.4401 0.0015 0.1814
H 0.2151 0.3621 0.0019
H 0.1530 -0.1306 0.2619
H -0.5747 -0.2096 0.2725
H -0.0555 -0.1268 -0.2313
H 0.0587 -0.1912 0.2083
H 0.1230 -0.4906 -0.2004
H -0.0554 0.0878 -0.0388
H -0.1357 0.3687 0.5682
H -0.0609 -0.0163 0.1206

Question: The lowest 2S+1 belongs to which entry?
Answer: C4H3F3

Question: Which formula does entry 2 have?
Answer: C35H53AsCoNO2P2

Question: The highest 2S+1 belongs to which entry?
Answer: C35H53AsCoNO2P2